ORCA calculation (ωB97M-V/def2-TZVPD) on 10 unconnected molecules or ions with the total composition C31H89N13O10.

Geometry as XYZ:
```
143
Properties=species:S:1:pos:R:3:forces:R:3
C 5.593090 -7.073013 -17.768114 0.40 1.04 -0.87
O 4.893480 -6.777103 -18.984926 -0.65 0.65 0.01
C 3.871803 -5.744416 -18.858841 0.19 -0.12 -0.20
C 3.083039 -5.625447 -20.198667 -0.16 0.07 0.57
C 2.050462 -4.513911 -20.334922 0.23 0.49 0.70
N 2.427772 -6.858474 -20.509855 0.37 -0.63 -0.75
H 6.370173 -6.317952 -17.649260 0.01 0.32 0.35
H 6.163286 -7.995387 -17.878553 -0.60 -0.26 -0.06
H 4.942086 -7.047773 -16.894237 -0.11 -0.31 0.01
H 3.297290 -6.033322 -17.978736 -0.76 -0.04 -0.14
H 4.218566 -4.736421 -18.631238 0.94 0.08 0.11
H 3.831686 -5.412019 -20.961593 0.21 -0.26 -0.12
H 2.556476 -3.551393 -20.409677 -0.27 0.12 0.00
H 1.329223 -4.474066 -19.518628 0.15 -0.03 0.43
H 1.414440 -4.653590 -21.209031 0.48 -0.12 -0.27
H 3.165245 -7.542661 -20.419767 -0.41 -0.77 0.11
H 1.685409 -7.026072 -19.845849 0.03 -0.28 0.16
C 3.692588 1.920009 -17.727603 -1.98 1.36 -0.87
O 2.901329 2.914718 -18.540390 0.77 -2.72 1.13
C 3.467522 4.171931 -18.470694 -0.23 0.17 -1.85
C 2.674136 5.155401 -19.444308 0.27 -0.50 2.59
C 2.539753 4.728603 -20.832514 -0.05 -1.35 -1.22
N 3.352114 6.419564 -19.425523 0.15 1.07 0.49
H 3.859325 2.343646 -16.737239 0.16 0.12 0.08
H 4.642036 1.642904 -18.185718 -0.11 0.11 -0.19
H 3.009737 1.077769 -17.615965 0.33 -0.09 -0.15
H 3.568787 4.426567 -17.415699 -0.33 0.97 0.12
H 4.479698 4.113166 -18.870877 0.53 0.21 -0.14
H 1.637405 5.181243 -19.108692 -0.03 0.64 0.73
H 1.866221 5.357516 -21.414678 0.35 0.48 0.12
H 2.037998 3.761402 -20.861904 0.47 -0.33 -0.14
H 3.543933 4.708031 -21.255951 -0.10 -0.32 -0.62
H 4.159922 6.385065 -20.030791 0.00 -0.07 -0.44
H 3.774386 6.571803 -18.520745 -0.23 0.30 0.38
C 3.471781 -0.919241 -21.761355 1.46 1.74 0.35
O 2.445881 -1.675453 -22.151401 -1.47 -3.80 -0.47
C 1.330997 -1.056769 -22.732496 0.39 1.02 1.69
C 0.425245 -0.502099 -21.571589 -0.90 -3.09 -0.04
C 0.202497 -1.510093 -20.371163 2.03 2.00 0.21
N -0.898339 -0.431439 -22.079806 -2.37 1.70 -1.60
H 4.340661 -1.476956 -21.411919 -0.15 -0.66 -0.26
H 3.213763 -0.303260 -20.899899 -0.04 0.74 -0.03
H 3.793951 -0.347209 -22.631467 0.41 0.77 0.18
H 1.773183 -0.262345 -23.333721 -0.69 0.46 -0.39
H 0.781042 -1.753759 -23.364839 0.15 -0.15 0.18
H 0.840250 0.438770 -21.210128 -0.38 0.07 0.06
H 1.214932 -1.509712 -19.967330 -0.19 -1.22 0.91
H -0.326227 -2.452357 -20.514957 0.78 -0.17 -0.74
H -0.457010 -0.988936 -19.677233 0.22 0.30 0.21
H -1.277543 -1.347738 -22.271390 0.63 -0.45 -0.61
H -1.561774 -0.193856 -21.356283 0.11 0.88 0.26
C 4.414449 -1.394371 -18.500066 0.94 0.08 0.78
O 4.675423 -1.002919 -17.099955 -1.49 -0.39 -1.33
C 4.082654 -1.867575 -16.119833 1.09 0.46 0.74
C 4.169263 -1.276644 -14.686258 1.80 -1.80 0.05
C 3.282742 -0.155314 -14.378176 -2.04 0.62 0.06
N 5.555538 -0.982862 -14.242387 -0.85 0.37 -0.90
H 4.862889 -2.356003 -18.749574 -0.07 -0.40 0.47
H 4.952777 -0.723107 -19.169181 -0.05 0.48 0.45
H 3.376297 -1.409906 -18.831868 -0.26 0.12 0.62
H 3.039669 -2.171779 -16.207884 -0.21 0.26 -0.97
H 4.706817 -2.760605 -16.088112 -0.09 -0.43 -0.10
H 3.844346 -2.144878 -14.112926 -0.21 -0.06 0.39
H 3.251186 0.153997 -13.333460 0.51 -0.02 0.01
H 2.294393 -0.590713 -14.525420 -0.50 0.46 -0.26
H 3.361655 0.727844 -15.012143 0.22 -0.05 -0.08
H 6.137873 -1.805000 -14.313592 0.16 -0.24 -0.03
H 5.827309 -0.426906 -15.040616 0.99 0.48 -0.01
C 1.604046 -1.044201 -10.480273 -0.72 1.94 1.51
O 0.517888 -0.441119 -9.732997 1.11 -1.99 -0.68
C -0.305492 0.372751 -10.507382 -0.76 -0.18 3.17
C -1.760681 -0.042274 -10.163826 -1.07 -0.37 -3.35
C -2.325016 -0.999769 -11.273323 0.56 -0.25 0.99
N -2.616302 1.102694 -10.292142 -0.86 1.34 0.07
H 2.213709 -0.174097 -10.723857 0.78 -0.28 -0.23
H 1.284996 -1.481582 -11.426323 -0.10 -0.67 0.28
H 2.060978 -1.636112 -9.687212 0.42 -0.51 -0.89
H -0.221064 1.311611 -9.960126 0.18 0.88 -0.86
H 0.035874 0.423589 -11.541309 -0.61 0.02 -0.17
H -2.022626 -0.470743 -9.196402 1.26 -0.09 0.17
H -1.621737 -1.801798 -11.497504 0.04 -0.10 0.03
H -2.504651 -0.444305 -12.193804 0.00 0.06 -0.01
H -3.256902 -1.450285 -10.931673 -0.04 0.06 -0.16
H -2.601120 1.438881 -11.244432 -0.18 -0.04 -0.29
H -2.266685 1.891589 -9.767252 0.00 0.10 0.44
C 4.581792 -0.986020 -7.420193 0.24 -0.80 -0.82
O 4.819681 -0.921432 -8.876276 -0.53 0.73 1.57
C 6.075028 -0.298112 -9.254542 -0.20 -2.77 -0.30
C 6.281532 -0.504419 -10.798194 -1.81 0.46 1.72
C 7.538746 0.101915 -11.197856 1.60 0.73 -0.21
N 5.127664 0.174481 -11.354423 -0.11 0.57 -0.09
H 5.170962 -1.779906 -6.961142 0.85 0.19 -0.15
H 3.597424 -1.376465 -7.161962 -0.48 0.41 -0.91
H 4.704856 -0.063909 -6.852163 0.26 0.27 -0.48
H 6.132591 0.753061 -8.972010 -0.09 0.03 -0.13
H 6.808785 -0.921331 -8.743386 0.65 0.46 0.25
H 6.225523 -1.523278 -11.181468 0.25 -0.49 0.85
H 8.379878 -0.554417 -10.974652 0.14 -0.01 -0.32
H 7.720729 0.997991 -10.604528 0.00 0.36 -0.23
H 7.500881 0.347097 -12.259247 0.39 -0.05 0.00
H 4.398024 -0.345573 -10.888299 -0.90 0.37 -0.37
H 5.116333 -0.027845 -12.343887 -0.18 -0.20 -0.30
C 0.478096 6.335223 -15.912456 1.25 0.22 -0.61
O 1.411282 6.022372 -14.878590 -1.69 0.35 0.02
C 1.380451 4.658099 -14.471439 1.98 1.37 -1.37
C 0.178940 4.183874 -13.759985 -1.37 -1.38 2.66
C 0.463755 2.910676 -12.965948 2.22 0.04 0.44
N -0.981774 3.888441 -14.514889 -1.21 0.38 -2.51
H 0.665524 7.391623 -16.104764 -0.64 0.05 0.08
H -0.568613 6.054881 -15.794547 0.03 0.40 0.67
H 0.758271 5.827958 -16.835643 0.25 -0.30 -0.21
H 1.626898 4.129337 -15.392183 -0.39 -0.93 -0.01
H 2.304293 4.682779 -13.893519 -0.26 -0.83 0.68
H -0.189667 4.916237 -13.041735 0.97 0.57 0.45
H 1.150443 3.182221 -12.164181 -0.20 -0.02 0.49
H 1.109489 2.234162 -13.525814 -0.27 -0.27 -0.51
H -0.349633 2.319698 -12.544944 -0.30 0.57 -0.24
H -1.612335 3.208646 -14.114423 0.21 0.17 0.18
H -1.468850 4.761890 -14.656073 -0.54 -0.37 -0.30
N 8.143178 -2.224284 -18.697833 -0.20 0.40 -4.14
C 8.247840 -2.261277 -17.395795 0.02 -3.20 1.25
N 8.180989 -1.103923 -16.832359 -0.13 3.94 2.43
O 8.346295 -3.311964 -16.752173 0.14 -0.37 -0.53
H 8.223706 -1.327080 -19.154608 -0.05 -0.27 -0.01
H 8.173568 -3.014346 -19.326314 0.12 -0.09 0.72
H 8.247974 -1.031317 -15.827198 0.22 -0.16 -0.12
H 8.023347 -0.234078 -17.320834 0.06 -0.29 0.07
N 7.727615 -3.467705 -14.137185 -1.93 -2.34 -5.84
C 8.493851 -2.976116 -13.245820 0.12 2.72 2.13
N 7.881711 -3.195421 -12.114362 -1.29 -0.70 5.63
O 9.414528 -2.206550 -13.353942 2.20 0.36 -0.76
H 8.113130 -3.556477 -15.066486 -0.47 0.09 -0.72
H 6.765350 -3.712448 -13.952098 0.65 -0.31 -0.22
H 8.109063 -2.696584 -11.266091 0.10 -0.16 -0.33
H 7.018628 -3.719910 -12.124834 0.49 0.09 0.50
N 6.256761 2.236404 -13.793116 -5.08 -4.69 -1.84
C 7.376640 2.839147 -13.986245 0.08 -1.07 -4.81
N 7.494108 3.556093 -12.998455 3.23 6.83 8.87
O 8.018608 2.879876 -15.001145 1.62 -0.70 -2.14
H 5.939316 1.680054 -14.574015 -0.30 -0.20 0.61
H 5.888690 2.114706 -12.860479 -0.31 -0.64 -0.55
H 6.774213 3.473615 -12.294855 0.77 0.67 0.14
H 8.287248 4.146934 -12.793674 -0.12 -0.23 -0.24
```
Positions in Å, forces in eV/Å.

Summary:
- relative energy (zero: lowest compared OMol25 entry of this formula, charge and spin) (kJ/mol) = 758.40
- highest occupied orbital energy (eV) = -9.0072
- orbital gap (eV) = 9.1
- largest force on an atom (eV Å⁻¹) = 11.650